(1)
44
Properties=species:S:1:pos:R:3 method="wB97M-V/def2-TZVPD" orbital_gap_ev=6.417 charge=+2 multiplicity=1
Ti -0.72 0.76 -1.94
N -1.84 -0.69 1.83
C -1.21 0.00 2.91
C -1.31 -0.52 4.19
C -0.67 0.12 5.24
C 0.08 1.26 5.00
C 0.20 1.77 3.71
C -0.46 1.14 2.67
S -0.43 1.88 1.06
N -0.89 0.53 0.07
C -1.58 -0.49 0.55
C -2.08 -1.45 -0.47
C -2.82 -2.57 -0.18
C -3.23 -3.40 -1.23
C -2.88 -3.06 -2.52
C -2.14 -1.91 -2.74
N -1.75 -1.11 -1.74
H -2.38 -1.50 2.08
H -1.88 -1.42 4.37
H -0.76 -0.27 6.24
H 0.58 1.77 5.82
H 0.78 2.66 3.52
H -3.09 -2.84 0.83
H -3.82 -4.28 -1.03
H -3.17 -3.67 -3.36
H -1.84 -1.61 -3.73
S -0.27 0.57 -4.30
C 1.24 0.60 -3.45
N 1.22 0.62 -2.11
C 2.51 0.60 -1.55
C 2.85 0.58 -0.21
C 4.19 0.55 0.12
C 5.18 0.54 -0.86
C 4.85 0.55 -2.21
C 3.50 0.58 -2.53
S 2.79 0.57 -4.13
H 2.08 0.59 0.56
H 4.48 0.53 1.16
H 6.22 0.51 -0.57
H 5.62 0.54 -2.97
Cl -2.94 1.72 -2.13
C -1.43 2.69 -1.98
H -1.48 3.31 -1.09
H -1.27 3.25 -2.89

---

(2)
9
Properties=species:S:1:pos:R:3 method="wB97M-V/def2-TZVPD" orbital_gap_ev="7.639 / 7.296" charge=0 multiplicity=3
C -0.13 1.19 0.01
N -0.31 2.08 0.80
N 0.58 -0.86 -1.25
P -0.65 -1.62 1.35
P -0.81 -0.44 -0.30
H -0.70 2.51 1.57
H 1.22 -0.08 -1.05
H 0.18 -0.78 -2.20
H 0.62 -2.00 1.08

---

(3)
12
Properties=species:S:1:pos:R:3 method="wB97M-V/def2-TZVPD" orbital_gap_ev=6.057 charge=-1 multiplicity=1
O 0.05 1.93 -0.84
Na 0.22 -0.30 -1.44
H 0.41 3.73 0.06
C -0.13 2.76 0.14
H 1.38 -3.02 0.72
C -0.89 2.58 1.26
H -1.29 1.60 1.53
H -1.09 3.43 1.92
O -0.33 -2.53 -1.70
C 0.32 -3.24 -0.89
O 0.30 -4.46 -0.73
O 1.06 -2.47 -0.02

---

(4)
9
Properties=species:S:1:pos:R:3 method="wB97M-V/def2-TZVPD" orbital_gap_ev=8.697 charge=0 multiplicity=1
C 0.54 1.22 0.51
C 0.40 -2.33 -0.50
O -0.63 1.62 0.03
O -0.42 -3.07 -0.26
S -1.64 0.41 -0.46
Cl -0.56 -0.30 -2.03
I 0.24 -0.30 1.99
H 0.93 2.02 1.02
H 1.15 0.74 -0.30

---

(5)
10
Properties=species:S:1:pos:R:3 method="wB97M-V/def2-TZVPD" orbital_gap_ev=9.668 charge=0 smiles="N=C=NO.ClNCl" multiplicity=1
C 1.66 0.34 0.10
N 2.21 1.38 -0.27
N 0.79 -0.55 0.28
N -2.01 0.36 -0.04
O 0.96 -1.89 0.19
Cl -3.34 1.48 -0.16
Cl -2.32 -1.26 -0.51
H 2.91 1.74 0.33
H -1.28 0.81 -0.70
H 0.41 -2.42 0.78

---

(6)
86
Properties=species:S:1:pos:R:3 method="wB97M-V/def2-TZVPD" orbital_gap_ev=6.633 charge=-1 multiplicity=1
C -4.02 2.11 -4.35
C -2.96 2.59 -3.37
C -1.80 3.34 -4.05
C -1.78 4.86 -3.81
C -1.59 5.28 -2.35
C -0.32 4.70 -1.72
C -0.59 3.54 -0.78
C 0.62 2.67 -0.46
C 0.24 1.45 0.39
Al -0.13 -0.27 -0.63
C -2.08 -0.77 -0.51
N -2.48 -1.22 0.87
C 1.08 -1.77 0.05
O 1.85 -1.48 1.26
C 1.05 -1.18 2.38
C 0.93 -2.37 3.34
C -0.06 -3.44 2.90
C 0.43 -0.04 -2.57
C 0.09 -1.27 -3.42
C 1.94 0.27 -2.55
C 2.46 1.43 -3.41
H -4.23 2.88 -5.11
H -3.68 1.22 -4.90
H -4.96 1.86 -3.87
H -3.42 3.24 -2.62
H -2.56 1.74 -2.80
H -0.83 2.92 -3.75
H -1.86 3.17 -5.13
H -0.94 5.28 -4.38
H -2.70 5.30 -4.22
H -1.60 6.37 -2.30
H -2.46 4.95 -1.77
H 0.26 5.48 -1.20
H 0.34 4.34 -2.52
H -1.36 2.89 -1.23
H -1.05 3.91 0.15
H 1.41 3.29 0.00
H 1.02 2.36 -1.43
H -0.71 1.67 0.92
H 0.97 1.29 1.20
H -2.31 -1.58 -1.22
H -2.75 0.05 -0.83
H -3.11 -2.01 0.83
H -3.00 -0.48 1.33
H 1.85 -2.00 -0.70
H 0.53 -2.71 0.22
H 1.50 -0.33 2.91
H 0.05 -0.88 2.04
H 0.67 -1.99 4.34
H 1.93 -2.80 3.43
H -0.15 -4.21 3.67
H -1.04 -3.01 2.69
H 0.27 -3.93 1.98
H -0.09 0.83 -3.02
H 0.47 -2.19 -2.96
H 0.51 -1.25 -4.44
H -0.99 -1.39 -3.53
H 2.48 -0.65 -2.83
H 2.25 0.45 -1.51
H 3.21 2.01 -2.87
H 1.65 2.11 -3.68
H 2.93 1.10 -4.34
F -1.17 -3.56 6.33
C -2.16 -4.44 6.54
C -2.33 -5.49 5.65
C -3.35 -6.39 5.89
C -4.19 -6.24 6.99
C -4.00 -5.18 7.86
C -2.98 -4.26 7.64
H -1.67 -5.57 4.80
H -3.50 -7.21 5.20
H -4.99 -6.95 7.16
H -4.65 -5.06 8.72
H -2.81 -3.42 8.30
F 5.54 2.79 -1.82
C 5.54 1.64 -1.10
C 6.66 0.84 -1.14
C 6.65 -0.34 -0.41
C 5.54 -0.69 0.34
C 4.43 0.14 0.37
C 4.42 1.32 -0.36
H 7.51 1.14 -1.75
H 7.52 -0.99 -0.44
H 5.53 -1.62 0.90
H 3.54 -0.14 0.93
H 3.55 1.97 -0.37